1.
ORCA calculation (ωB97M-V with the def2-TZVPD basis set) on 15 unconnected molecules or ions with the total composition C4H38NO16.

Each line ends with the Mulliken spin population.
CARTESIAN COORDINATES (ANGSTROEM)
C: 0.85057 1.52767 1.14320  -0.019
C: 1.97245 2.02844 0.16315  0.079
C: 3.31033 2.07025 0.86067  0.010
O: 1.69974 3.41132 -0.24025  0.017
N: 0.71271 0.09397 0.82938  0.619
C: -0.64728 -0.32350 0.46342  0.043
O: -1.29015 -0.74130 1.63057  0.219
H: 0.07084 2.27345 0.84341  0.012
H: 1.10177 1.74731 2.16556  0.007
H: 1.99333 1.28579 -0.65853  -0.010
H: 3.32477 1.51785 1.82462  -0.001
H: 3.98489 1.71104 0.04541  0.001
H: 3.52867 3.06659 1.15137  0.001
H: 0.99626 3.87287 0.26218  -0.001
H: 1.24706 -0.56138 1.42025  -0.014
H: -0.56731 -1.13699 -0.27168  0.002
H: -1.26924 0.55881 0.20133  0.002
H: 2.18649 2.10127 -2.86261  0.000
H: 1.80713 3.60316 -2.68875  0.000
O: 1.77351 2.85182 -3.30484  0.000
H: -0.52875 -3.56779 0.11572  -0.001
H: -0.35919 -2.45952 0.99864  -0.009
O: -0.21949 -3.43947 1.00286  -0.001
H: 3.29148 -0.90238 -0.81099  -0.001
H: 3.62303 -1.88714 -1.86716  0.000
O: 3.84997 -0.95892 -1.61657  0.000
H: -2.29010 -1.55854 1.35997  -0.010
H: -3.04607 -2.86001 1.85140  -0.002
O: -3.16757 -2.18584 1.19379  0.055
H: 1.92430 -0.63668 -3.22112  0.000
H: 1.32956 -0.58375 -1.78493  0.004
O: 1.12295 -0.77864 -2.72092  0.000
H: -0.15537 3.09297 -2.48583  0.000
H: -1.24011 2.62996 -1.48151  0.000
O: -1.02121 3.30598 -2.11375  0.000
H: -2.74094 0.76584 -1.97993  0.000
H: -1.38326 0.50892 -2.80314  0.000
O: -1.99614 0.20467 -2.10695  -0.001
H: -0.54601 -0.55726 3.12311  -0.012
H: -0.66815 -0.77998 4.60317  0.000
O: 0.02406 -0.56059 3.94146  0.000
H: -3.46838 -2.39717 -1.03353  0.000
H: -3.56901 -1.00375 -1.37278  0.000
O: -3.78757 -1.82915 -1.76769  0.000
H: 2.60885 -2.77025 1.11631  0.000
H: 1.31536 -2.86586 0.47335  -0.001
O: 2.17525 -2.44420 0.29112  0.005
H: -0.97244 -1.69203 -2.21638  0.000
H: -0.39569 -2.73077 -3.08300  0.000
O: -0.65845 -2.61274 -2.14612  0.000
H: 0.87249 -2.58886 3.00674  0.001
H: 2.06705 -1.63659 3.60543  0.000
O: 1.80673 -2.51538 3.29505  0.000
H: -2.69040 2.44665 0.74945  0.000
H: -2.44170 3.93977 0.89275  0.000
O: -2.14790 3.19232 0.35071  0.002
H: -3.84819 0.46591 0.98826  0.000
H: -2.46818 0.34592 1.57266  0.000
O: -3.20632 1.01021 1.43939  0.005

For the energy above the lowest of the compared OMol25 structures with the same formula, charge and spin, the calculation gives 7.2 kcal per mole. The total energy comes out at -39011.092 eV. The orbital gap (spin up / spin down) is 0.38774 / 0.21991 Eh. The expectation value of S² is 0.757. As for the multiplicity: 2. The calculation puts the HOMO energy (spin up / spin down) at -10.52 / -10.51 eV. The maximum force comes out at 3.28 eV/Å.

---

2.
ORCA calculation (ωB97M-V with the def2-TZVPD basis set) on a gas-phase ion, C2H4BrClN3 (charge +1).

Each line ends with the Mulliken charge.
CARTESIAN COORDINATES (ANGSTROEM)
C: -1.10418 -0.25717 0.34078  0.675
C: 1.03873 0.72509 -0.44444  -0.279
N: -0.61195 -0.77865 1.33778  -0.547
N: -0.43541 0.47457 -0.55274  -0.170
N: 1.40901 -0.56994 -0.87360  -0.034
Cl: 2.13955 -1.53113 0.13919  0.323
Br: -3.05804 -0.08983 0.02332  -0.166
H: 1.39761 1.30215 -1.36008  0.310
H: 1.54998 1.16422 0.49747  0.387
H: -1.05843 0.84903 -1.21883  0.171
H: -1.26687 -1.28835 2.11116  0.330

For the energy above the lowest of the compared OMol25 structures with the same formula, charge and spin, the calculation gives 64.1 kcal per mole. The net charge is +1. The total energy comes out at -89161.701 eV. The orbital gap (spin up / spin down) is 0.22693 / 0.22740 Eh. The calculation puts the HOMO energy (spin up / spin down) at -14.47 / -14.47 eV. The maximum force comes out at 4.30 eV/Å.